Below is a 10-piece molecular cluster, C35H93N5O10 overall in a non-equilibrium geometry, with properties calculated with wB97M-V/def2-TZVPD.

Cartesian coordinates (Å):
C: 2.15678 -2.03872 5.01051
H: -5.59596 3.04871 -0.97253
H: -3.55630 -2.08149 -0.43041
H: -3.90972 3.72384 -1.15370
O: -0.10916 -4.94066 4.86207
C: 1.75810 4.94164 -0.71193
H: 0.91924 0.76029 -1.00497
H: -0.72460 -5.40863 -1.55225
H: -1.04748 -5.61003 0.20316
H: 0.13657 -3.34799 6.20187
H: 1.87947 0.11681 -9.82738
H: -2.53376 -7.01234 -1.13158
H: 1.22852 3.37578 -4.13099
H: -1.36668 -0.21924 -1.45668
H: -3.02257 1.79221 -2.45313
H: -0.98125 -3.23025 -0.94539
C: -1.64162 -1.05615 7.87664
H: 0.83442 -1.66370 -0.67520
H: 3.07104 -2.49037 5.42319
C: -7.57522 0.56347 0.91691
C: 1.25096 -3.06681 4.39854
C: 4.55888 2.08395 -7.26545
H: 0.59253 1.69642 -4.28038
H: -5.68386 -2.90037 0.75658
O: -0.22738 -1.29020 8.16630
H: -0.06157 4.49203 2.77312
C: -3.87284 1.70267 -1.71473
H: -3.31068 1.53418 6.45450
H: 4.46038 -1.66177 1.13819
H: 2.01902 4.13872 -1.41691
H: 0.69018 -2.34035 9.61677
H: 2.37913 -1.33929 4.19728
H: -3.59000 -5.60830 -0.62533
H: -3.76185 -0.14969 6.43433
C: -0.67847 -0.66541 -0.71423
H: -4.80348 3.33104 -2.56677
H: 0.01118 3.67138 -0.43154
H: 6.18021 0.45078 -6.11828
H: 1.22807 3.55332 0.82037
C: 5.17972 2.49568 -3.42611
H: -2.17547 -1.90150 7.37786
H: 2.63349 0.25189 -2.24885
H: 4.91075 -3.32794 0.57114
H: 4.00364 3.02325 -7.43940
H: -1.19751 5.74711 2.44576
H: 3.82064 5.59626 -0.49966
C: -1.75743 0.22112 7.07270
H: -3.28605 -1.69389 2.15580
H: 3.54384 -0.20972 -3.81102
N: 0.16368 -2.40233 3.62883
H: 2.73795 -4.16454 0.83330
H: 1.15045 1.56439 -10.68380
H: -1.50200 -6.34564 5.26791
C: 0.01300 -1.47237 9.51031
H: 4.90220 3.83388 -5.07430
C: -5.98943 -0.98718 1.57346
C: -4.61425 3.05443 -1.54847
O: 0.03756 5.25790 0.91802
C: -5.04617 -2.08205 1.02895
H: 1.44467 6.96188 -0.86609
H: -1.34718 0.72647 5.24542
C: 0.68827 -3.98225 5.48249
H: -3.62505 0.34383 -0.42108
O: -6.97476 -0.70320 0.65373
H: -4.42036 -2.88882 2.98818
H: 4.58357 -0.35381 -6.04572
C: -0.74226 -5.72835 5.79274
C: 0.66874 4.28522 0.18466
H: 1.77716 -3.71714 3.74939
O: -1.76479 -3.76291 -0.71680
C: 1.30199 2.38380 -3.73041
H: 5.77377 3.18468 -2.86842
H: -5.45105 -0.07126 1.73826
H: 3.31149 4.45408 0.80267
H: 5.45125 0.08931 -4.53327
C: -3.17747 0.61412 6.95921
H: -0.37403 -1.71256 4.18493
H: -1.44955 4.14228 1.64143
C: 0.12943 0.52512 -0.19239
H: -0.08590 -6.43138 6.28789
O: 2.19318 0.98451 -6.02498
C: -0.72817 4.86408 1.99298
C: -1.45646 -5.18958 -0.73962
O: 0.21528 -1.54904 -1.38983
H: -0.56701 -0.16866 -9.90807
H: -3.62647 0.86976 7.91418
H: 4.04219 1.29110 -7.78971
C: 1.18137 1.00346 -9.71511
H: -0.01417 -0.01195 -8.21293
C: 5.30653 2.81231 -4.90686
H: 1.13032 -2.48030 1.87837
H: -0.93068 -1.73521 10.09143
C: 4.12759 -2.57057 0.60045
H: 6.33446 2.77819 -5.20903
H: -2.87995 -5.62747 -2.25138
H: 5.50426 1.58166 -2.97621
C: 5.22716 0.40010 -5.57986
H: -1.17837 -5.14202 6.57596
C: -4.00375 -2.53119 2.00115
C: 2.70171 1.76474 -3.85513
H: 1.80080 1.52635 -7.93870
H: 0.33284 -0.53216 9.88468
H: -0.50971 1.38707 -0.10718
H: 1.45451 -4.51887 6.10343
H: 3.48485 2.39334 -1.96654
H: 2.80066 6.15076 0.70100
C: 4.53136 1.74790 -5.76093
C: -2.71220 -5.90140 -1.16711
C: 2.97851 5.26980 0.09483
H: -1.30766 -1.05142 0.09649
H: -6.40418 -1.39029 2.54152
H: -3.44050 -3.37094 1.43730
H: 3.07447 -3.30180 2.30053
O: -3.37522 1.27670 -0.48565
H: 3.92962 -2.33463 -0.47411
H: 5.60355 2.06248 -7.64929
H: -1.17496 1.03654 7.53658
N: 3.09609 1.83821 -5.27364
H: 1.75399 -0.09479 -3.76437
H: 3.37985 3.70953 -3.14506
H: 0.36459 6.09403 -1.76475
N: -1.20320 -0.08797 5.74666
C: 2.68769 0.34456 -3.31824
H: -8.36577 0.39829 1.62489
H: -0.83132 1.36187 -9.20908
H: 0.68209 0.24856 0.69208
H: 2.26881 0.07167 -5.66211
C: 2.85067 -3.16112 1.23221
H: -0.43144 -3.14613 3.35901
N: -4.38140 -1.54403 -0.23772
C: -0.15012 0.52791 -9.19642
O: 1.74924 1.95872 -8.80523
H: -5.00381 -1.59500 -1.03453
H: -6.95466 1.46613 1.22376
O: 1.66778 -2.43696 1.06392
H: -4.59477 0.96646 -2.08815
H: -8.14553 0.72463 -0.01469
H: -2.04627 -0.88370 8.87365
H: 1.00337 2.46881 -2.69478
C: 3.67709 2.66364 -3.03670
H: 1.58093 -1.43702 5.70567
N: 1.35836 6.14032 -1.43961
H: -0.20483 -0.06329 5.86081

Calculated values
DFT total energy: -2415.2657 hartree
max |F|: 2.76 eV Å⁻¹
ΔE to the lowest compared entry with this formula, charge and spin: 0.0 kJ/mol
orbital gap: 8.85 eV

Atomic partial charges in e from the Mulliken method, atoms 1 to 99: -1.483 0.208 0.073 0.291 -0.242 2.012 -0.027 0.362 0.258 -0.013 0.215 0.332 0.573 0.205 0.147 0.246 -0.538 0.334 0.452 -0.732 0.471 -1.978 0.335 0.244 -0.240 0.322 0.041 0.469 0.301 -1.017 0.225 0.339 0.271 0.324 0.239 0.410 0.337 0.480 0.301 -1.066 0.164 0.420 0.392 0.392 0.258 0.444 0.273 0.232 0.157 -0.315 0.267 0.304 0.236 -0.849 0.306 -0.744 -1.183 -0.369 0.434 0.300 0.201 -0.493 0.183 -0.324 0.493 0.332 -0.802 -0.787 0.338 -0.220 -1.751 0.450 0.303 0.326 0.334 -1.681 -0.065 0.253 -0.819 0.311 -0.338 -0.762 -0.238 -0.746 0.363 0.419 0.437 -0.247 0.246 -1.249 0.285 0.355 -1.165 0.515 0.250 0.419 -1.795 0.307 -1.156